# 1
This record from the OMol25 dataset describes a molecular structure, C26H26BBrN2O11STc. The level of theory is ωB97M-V/def2-TZVPD.

⟨S²⟩: 3.777
Relative energy (zero: lowest compared OMol25 entry of this formula, charge and spin): 94.8 kcal/mol
Maximum force: 3.81 eV/Å
Net charge: 0
Highest occupied orbital energy (alpha / beta): -8.97 / -9.14 eV
Lowest unoccupied orbital energy (alpha / beta): -0.04941 / -0.16658 Eh
Multiplicity: 4
Gap between HOMO and LUMO (alpha / beta): 7.6209 / 4.6088 eV

Each line ends with the Mulliken spin population.
CARTESIAN COORDINATES (ANGSTROEM)
Tc 0.05732 -0.43691 0.16790  1.891
C -2.55627 0.31100 -4.27762  0.001
C -2.47184 -0.91396 -3.36658  -0.005
C -3.79863 -1.66661 -3.40765  -0.001
O -2.23827 -0.44388 -2.01837  -0.024
B -0.94038 -0.64179 -1.69492  -0.101
O -0.25458 -1.29283 -2.67884  -0.019
C -1.19465 -1.78607 -3.65374  0.016
C -1.41325 -3.26805 -3.33956  -0.016
C -0.58521 -1.65021 -5.04576  0.000
H -3.34925 0.96307 -3.92258  0.000
H -2.76863 0.01322 -5.30111  0.000
H -1.62576 0.87053 -4.24473  0.001
H -4.61597 -0.95783 -3.30326  0.000
H -3.87330 -2.36943 -2.58516  0.001
H -3.90142 -2.19289 -4.35278  0.000
H -1.89356 -3.37847 -2.37141  0.010
H -0.44695 -3.76433 -3.29373  0.000
H -2.01526 -3.74606 -4.10574  -0.001
H -0.24445 -0.63667 -5.23110  -0.001
H -1.30251 -1.94564 -5.80708  0.000
H 0.27317 -2.31288 -5.11409  0.000
Br 2.27848 2.17645 -0.78804  0.013
C 2.41167 1.44530 -2.54234  -0.003
C 2.49353 2.34395 -3.59191  0.001
C 2.59182 1.86909 -4.88862  0.001
C 2.63691 0.50365 -5.12520  -0.001
C 2.59005 -0.38197 -4.06702  0.002
C 2.46769 0.07364 -2.75453  0.003
C 2.36516 -0.97045 -1.69091  0.001
O 2.93364 -2.03759 -1.76926  0.044
O 1.58448 -0.65765 -0.68568  0.068
H 2.49079 3.40427 -3.38907  0.000
H 2.65276 2.57238 -5.70528  0.000
H 2.72683 0.13336 -6.13444  0.000
H 2.64130 -1.44650 -4.22409  0.001
N 1.13960 0.59037 2.27460  0.116
C 0.19333 1.15469 3.16609  0.168
C -0.69959 2.11443 2.68372  0.042
C -1.60594 2.70507 3.54378  0.117
C -1.61002 2.30590 4.85746  0.208
C -0.77527 1.34682 5.36552  0.071
C 0.13291 0.75250 4.49732  0.063
S -2.61626 3.35261 6.00426  -0.028
O -2.57327 2.63646 7.25479  0.006
O -3.88983 3.43753 5.33620  0.024
O -1.75734 4.51988 5.90842  0.212
H 1.67674 1.30897 1.80146  0.002
H 1.77426 -0.04285 2.74694  -0.005
H -0.68360 2.38094 1.63483  -0.010
H -2.30846 3.45059 3.21579  -0.003
H -0.83568 1.07003 6.40553  -0.001
H 0.79284 -0.01950 4.86886  0.002
O -3.46828 0.27504 1.73881  0.033
C -2.72516 -0.58328 1.31908  0.021
O -1.45808 -0.37681 1.04991  0.066
C -3.17552 -1.96627 0.98071  0.004
C -2.27556 -2.97429 0.62635  0.059
C -2.74005 -4.18278 0.15558  0.024
C -4.11278 -4.39442 0.05360  0.002
C -5.02235 -3.41136 0.43888  0.001
C -4.54962 -2.19799 0.89375  -0.002
N -4.59185 -5.64533 -0.47467  0.000
O -5.78613 -5.85480 -0.42782  0.000
O -3.76936 -6.40555 -0.94339  0.000
H -1.20493 -2.80832 0.71111  -0.075
H -2.06047 -4.96766 -0.13819  0.001
H -6.08169 -3.60789 0.35829  0.000
H -5.22276 -1.40302 1.17680  0.001

# 2
This record from the OMol25 dataset describes a molecular structure, C7H23AgN2O5. The level of theory is ωB97M-V/def2-TZVPD.

⟨S²⟩: 0.751
Maximum force: 6.97 eV/Å
Net charge: -1
Highest occupied orbital energy (alpha / beta): 0.70 / -5.02 eV
Lowest unoccupied orbital energy (alpha / beta): 0.10996 / 0.10744 Eh
Multiplicity: 2
Gap between HOMO and LUMO (alpha / beta): 2.2882 / 7.9422 eV

Each line ends with the Mulliken spin population.
CARTESIAN COORDINATES (ANGSTROEM)
Ag -0.65377 -0.20829 0.23988  0.519
O -2.08410 0.43920 -1.43937  -0.283
H -3.03748 0.37463 -1.23581  0.105
C -0.11897 -1.96940 3.68076  -0.037
C -0.65822 -2.87193 2.66411  0.642
O -0.84758 -2.30129 1.47650  -0.609
H 0.23375 -2.57797 4.51343  -0.113
H -0.92610 -1.33353 4.04451  0.043
H 0.73493 -1.37853 3.34936  0.095
H -1.55056 -3.31960 3.10163  -0.034
H 0.07631 -3.67455 2.59797  -0.172
H -1.11671 -3.00734 0.88432  0.413
C 2.08826 2.56017 -2.83246  0.013
C 1.18072 1.41039 -2.36510  -0.052
O 0.10102 1.95447 -1.66204  0.057
H 2.61346 2.20819 -3.72037  -0.003
H 2.80797 2.71735 -2.02908  0.005
H 1.46415 3.42750 -3.04764  -0.009
H 1.62380 0.57208 -1.82749  0.130
H 0.62411 0.91824 -3.16264  0.001
H -0.59995 1.30218 -1.59299  0.112
C 2.51615 -1.98589 -0.46112  0.096
C 1.33576 -2.61094 -1.21454  1.273
O 0.25569 -1.73121 -1.38153  -1.332
H 2.99534 -1.12832 -0.93341  0.057
H 3.30003 -2.72152 -0.28090  -0.251
H 2.20799 -1.64258 0.52645  0.285
H 1.01657 -3.47318 -0.62909  0.105
H 1.60922 -3.02769 -2.18389  -0.241
H -0.07739 -1.94010 -2.25733  0.369
C -1.94599 2.69372 1.17083  0.090
O -1.40984 1.70631 1.61503  -0.190
N -2.47671 2.71172 -0.01899  -0.047
N -1.97464 3.84865 1.68936  -0.003
H -2.82665 3.56385 -0.43313  -0.020
H -2.48527 1.90285 -0.62377  0.010
H -1.51446 4.01585 2.57274  -0.011
H -2.48098 4.57651 1.20568  -0.018

# 3
This record from the OMol25 dataset describes 7 unconnected molecules or ions with the total composition C6H24FN12O6. The level of theory is ωB97M-V/def2-TZVPD.

Relative energy (zero: lowest compared OMol25 entry of this formula, charge and spin): 15.1 kcal/mol
Maximum force: 1.40 eV/Å
Net charge: -1
Highest occupied orbital energy: -7.19 eV
Lowest unoccupied orbital energy: 0.08578 Eh
Multiplicity: 1
Gap between HOMO and LUMO: 9.5286 eV

Each line ends with the Löwdin charge.
CARTESIAN COORDINATES (ANGSTROEM)
F -0.05049 0.21360 0.07179  -0.499
C 0.58338 0.43857 -3.46833  -0.667
O 0.84761 0.62999 -4.64686  0.007
N -0.62040 0.74333 -2.88110  0.144
N 1.49677 0.07992 -2.51518  0.149
H -0.65907 0.61084 -1.88682  0.015
H -1.41514 0.85380 -3.47923  0.096
H 1.16183 -0.07582 -1.57029  0.036
H 2.44881 -0.15001 -2.72718  0.104
C -0.77687 -2.92511 -1.73117  -0.675
O -1.13360 -3.71831 -2.58484  0.017
N 0.39694 -3.01169 -1.02461  0.142
N -1.51213 -1.86341 -1.28832  0.149
H 0.65427 -2.19995 -0.48893  0.055
H 1.04066 -3.76224 -1.18176  0.107
H -1.11059 -1.03371 -0.87769  0.013
H -2.47494 -1.80572 -1.56587  0.100
C 1.22680 -2.98146 2.60834  -0.677
O 1.81747 -3.42935 3.58296  0.006
N 1.43466 -1.72522 2.10172  0.150
N 0.28620 -3.71965 1.94154  0.151
H 0.66342 -1.27224 1.62048  0.058
H 1.94886 -1.08670 2.68339  0.088
H -0.21517 -3.31690 1.17034  0.064
H -0.01807 -4.56432 2.38468  0.099
C -0.34327 1.88647 3.35153  -0.687
O -0.10585 2.27034 4.49492  -0.011
N 0.68258 1.62871 2.47746  0.140
N -1.58548 1.72105 2.83079  0.170
H 1.57480 1.56751 2.93107  0.091
H 0.48014 1.18854 1.58525  0.024
H -2.37094 2.07635 3.34004  0.102
H -1.63815 1.58338 1.83593  0.064
C -3.79582 1.22557 0.11777  -0.684
O -3.87489 0.39889 1.01052  0.025
N -2.73263 1.31299 -0.74660  0.150
N -4.74701 2.19925 -0.05059  0.143
H -2.93033 1.57911 -1.69448  0.083
H -1.93131 0.71036 -0.57249  0.034
H -5.61962 2.03192 0.41404  0.098
H -4.66845 2.83379 -0.82313  0.087
C 3.95055 1.57123 -0.50002  -0.692
O 5.14655 1.48618 -0.21932  -0.008
N 3.47881 2.43464 -1.43865  0.155
N 3.02504 0.78403 0.10362  0.158
H 4.09486 3.09499 -1.86781  0.099
H 2.51139 2.36947 -1.70477  0.084
H 2.03260 0.97126 0.07073  0.049
H 3.34527 0.14575 0.80714  0.093

Number 1: calculated total energy -5021.2576 hartree. Number 2: calculated total energy -913.0912 hartree. Number 3: calculated total energy -1451.7863 hartree.